{"formula": "C17H35N5O3", "method": "wB97M-V/def2-TZVPD", "elements": ["C", "C", "N", "C", "N", "C", "C", "O", "C", "C", "O", "C", "N", "N", "H", "H", "H", "H", "H", "H", "H", "H", "H", "H", "H", "H", "H", "H", "H", "H", "H", "C", "C", "C", "C", "C", "C", "N", "O", "C", "C", "C", "H", "H", "H", "H", "H", "H", "H", "H", "H", "H", "H", "H", "H", "H", "H", "H", "H", "H"], "xyz": [[-1.531570, -0.959466, 1.204008], [-0.459465, -0.768664, 2.218046], [0.195514, -1.661051, 2.836623], [-0.116313, 0.690371, 2.456318], [0.410475, 0.992372, 3.814502], [0.619059, 2.444669, 3.982469], [1.988075, 2.875368, 3.477010], [2.000505, 3.031887, 2.056531], [2.232845, 4.302631, 1.565918], [1.136147, 5.296604, 1.854129], [3.209281, 4.536700, 0.939933], [-0.439621, 0.485809, 4.787791], [-1.717118, 0.953097, 5.089992], [-0.011538, -0.525569, 5.477694], [-2.517530, -0.730268, 1.623716], [-1.338907, -0.314963, 0.329661], [-1.534686, -1.980312, 0.825516], [-0.109377, -2.587743, 2.535727], [0.655666, 0.970272, 1.734719], [-0.999722, 1.309672, 2.242533], [0.540279, 2.705010, 5.042922], [-0.147325, 3.022525, 3.446729], [2.267816, 3.816066, 3.960236], [2.735166, 2.115192, 3.711182], [0.158738, 4.878219, 1.611639], [1.312587, 6.186988, 1.254400], [1.147932, 5.588689, 2.907858], [-2.284817, 1.100590, 4.260792], [-1.736027, 1.780714, 5.676959], [0.936599, -0.855112, 5.353499], [-0.659734, -1.047151, 6.052299], [-0.907808, 0.072507, -4.785364], [-1.215856, -1.151818, -3.906475], [-0.724002, -2.419533, -4.623463], [0.800110, -2.599333, -4.657864], [1.501143, -1.966779, -3.444745], [0.583739, -1.785247, -2.240223], [-0.555637, -0.954435, -2.601722], [-1.391490, -0.731031, -1.516857], [1.359267, -1.015267, -1.165020], [0.160822, -3.127240, -1.627231], [-2.727902, -1.260609, -3.740859], [-1.266441, 0.973375, -4.285254], [-1.394819, -0.003730, -5.763815], [0.167125, 0.178185, -4.942638], [-1.174905, -3.284133, -4.131793], [-1.124509, -2.418326, -5.642081], [1.020216, -3.669280, -4.695193], [1.214050, -2.178064, -5.576850], [2.365913, -2.570030, -3.153930], [1.893576, -0.981093, -3.711087], [1.588825, -0.011017, -1.524126], [2.295682, -1.530505, -0.925650], [0.762360, -0.928570, -0.258666], [1.012836, -3.694712, -1.233284], [-0.380149, -3.819900, -2.271965], [-0.494857, -2.907070, -0.784123], [-3.183859, -1.381310, -4.729635], [-3.133367, -0.369637, -3.268395], [-2.992996, -2.118547, -3.123046]], "atomic_forces_ev_per_a": [[0.2, -0.1, 0.2], [-0.3, 0.0, -0.1], [0.1, -0.1, 0.3], [0.1, -0.3, -0.2], [-0.2, 0.3, 0.1], [-0.1, 0.2, -0.1], [-0.1, 0.1, -0.2], [0.1, -0.2, 0.1], [-0.5, 0.1, 0.3], [0.1, 0.2, -0.1], [0.4, 0.0, -0.3], [0.5, -0.5, 0.3], [-0.2, -0.2, -0.1], [-0.3, 0.6, 0.0], [0.1, 0.1, 0.0], [-0.2, -0.1, -0.4], [-0.1, 0.1, 0.0], [0.0, 0.1, -0.1], [-0.1, 0.0, 0.1], [0.1, 0.0, 0.0], [0.1, -0.1, 0.0], [0.0, -0.1, 0.1], [0.0, -0.1, 0.0], [0.0, 0.1, 0.1], [0.1, 0.0, 0.0], [0.0, 0.0, 0.1], [0.0, -0.1, 0.0], [0.2, 0.2, -0.1], [0.0, -0.2, 0.1], [-0.1, -0.1, -0.4], [0.0, 0.1, 0.1], [-0.1, 0.0, 0.0], [0.1, -0.1, 0.2], [0.0, -0.1, 0.0], [0.0, 0.0, 0.1], [-0.1, 0.0, -0.2], [-0.4, 0.0, 0.0], [0.7, 0.6, -0.4], [-0.4, -0.1, 0.3], [0.2, -0.1, 0.0], [0.1, -0.6, 0.6], [-0.1, -0.1, -0.1], [0.0, 0.0, 0.0], [0.0, 0.0, 0.0], [0.0, 0.0, 0.0], [0.0, 0.0, 0.0], [0.0, 0.0, 0.0], [0.0, 0.0, 0.0], [0.0, 0.0, 0.0], [0.0, 0.0, 0.0], [-0.1, 0.0, 0.0], [0.0, 0.0, 0.0], [0.0, 0.0, 0.0], [0.0, 0.0, 0.0], [0.1, 0.1, 0.0], [0.0, 0.2, -0.3], [-0.1, 0.0, -0.1], [0.0, 0.0, 0.0], [0.0, 0.0, 0.1], [0.0, 0.0, 0.0]], "de_lowest_kcal_mol": 126.6, "charge": 0, "gap_ev": 1.812, "max_force_ev_per_a": 1.04}

***

{"formula": "C17H36BeBrCl2F3GaNaO5S", "method": "wB97M-V/def2-TZVPD", "elements": ["C", "C", "C", "C", "C", "C", "C", "C", "C", "Ga", "Cl", "C", "C", "C", "Br", "H", "H", "H", "H", "H", "H", "H", "H", "H", "H", "H", "H", "H", "H", "H", "H", "H", "H", "H", "H", "H", "H", "H", "H", "H", "H", "Na", "C", "O", "C", "C", "O", "C", "H", "H", "H", "H", "H", "H", "H", "H", "H", "H", "Be", "C", "F", "F", "F", "S", "O", "O", "O", "Cl"], "xyz": [[1.131514, 0.237756, 1.048240], [0.770233, 1.145587, -0.222707], [0.796788, 0.396179, -1.651978], [0.946837, -1.163754, -1.593583], [-0.263202, -1.853299, -0.993046], [-0.340216, -3.331306, -1.352244], [-1.469336, -4.102101, -0.636027], [-2.638922, -3.225708, -0.151295], [-3.964865, -3.952507, -0.168049], [-5.388078, -2.655922, 0.628498], [-4.364481, -1.371778, 2.142494], [-6.241811, -1.626709, -0.920613], [-5.910213, -0.149262, -1.057176], [-6.616054, 0.761539, -0.062225], [-5.392319, 1.753148, 1.074774], [1.919500, -0.524657, 0.915449], [0.198808, -0.203906, 1.408058], [1.483076, 0.893601, 1.842906], [-0.202971, 1.583509, -0.050686], [1.477181, 1.995471, -0.247554], [-0.137088, 0.630365, -2.146569], [1.592867, 0.839620, -2.277303], [1.865893, -1.527292, -1.089902], [1.050279, -1.502310, -2.623014], [-0.260613, -1.770613, 0.093934], [-1.150446, -1.311778, -1.318847], [0.608045, -3.778676, -1.051033], [-0.372997, -3.443405, -2.434546], [-1.047463, -4.602397, 0.233252], [-1.813687, -4.898032, -1.292768], [-2.416040, -2.908325, 0.865866], [-2.759645, -2.339039, -0.768212], [-4.270890, -4.080093, -1.204893], [-3.963437, -4.898130, 0.364919], [-6.481830, -3.514604, 1.404180], [-7.319683, -1.752716, -0.780181], [-5.968576, -2.097496, -1.861789], [-4.836275, 0.041645, -1.044649], [-6.249332, 0.177598, -2.042742], [-7.322720, 0.261017, 0.597475], [-7.166008, 1.536667, -0.582620], [2.688476, 0.233640, -0.556994], [2.294484, 5.316006, 0.470796], [3.058819, 4.320674, 1.132316], [4.206418, 4.846538, 1.791015], [3.988738, 4.976320, 3.279832], [3.011069, 5.954730, 3.583510], [1.746713, 5.414952, 3.917761], [1.346958, 4.864150, 0.179124], [2.093550, 6.166304, 1.125102], [2.809547, 5.665250, -0.429950], [4.484658, 5.812807, 1.362230], [5.030594, 4.148820, 1.614838], [4.926672, 5.297012, 3.742697], [3.713669, 4.007618, 3.709493], [1.773056, 4.947801, 4.907850], [1.414726, 4.678550, 3.180691], [1.035834, 6.238445, 3.939138], [0.130689, -1.937645, 2.720233], [6.617545, -3.347838, -2.706279], [7.245697, -3.307472, -1.523394], [6.894641, -2.201194, -3.346289], [7.145839, -4.346176, -3.414394], [4.806408, -3.569403, -2.492578], [4.449265, -2.390914, -1.712958], [4.700804, -4.815721, -1.781840], [4.305356, -3.564070, -3.843732], [-3.432049, 2.922926, 0.157989]], "atomic_forces_ev_per_a": [[-0.9, 1.4, -0.4], [0.3, -0.7, 0.0], [-0.3, -0.1, 0.9], [0.0, 0.5, -0.2], [-0.1, 0.1, 0.1], [0.3, 0.0, 0.3], [0.2, 0.2, -0.2], [-0.2, -0.5, 0.1], [0.2, 0.7, -0.4], [-0.6, -1.1, 0.3], [0.1, 0.3, 0.0], [0.4, 0.6, 0.0], [0.0, -0.1, -0.2], [-0.1, 0.2, -1.3], [0.6, 0.5, 0.6], [-1.1, -0.2, 0.6], [0.5, -0.1, -0.2], [0.0, 0.1, 0.1], [-0.1, 0.0, 0.1], [-0.4, 0.0, 0.0], [-0.1, 0.0, -0.2], [-0.3, -0.1, 0.0], [-0.4, -0.1, -0.4], [0.2, 0.0, -0.1], [0.0, 0.0, 0.1], [-0.1, 0.0, -0.1], [0.1, -0.1, -0.1], [-0.2, 0.0, -0.1], [0.0, -0.1, 0.1], [-0.2, 0.0, -0.1], [0.1, 0.3, 0.0], [0.1, 0.2, -0.1], [-0.2, -0.3, 0.0], [-0.2, 0.0, 0.2], [0.0, 0.1, 0.1], [-0.1, -0.1, 0.1], [0.0, -0.3, 0.0], [0.1, -0.1, 0.1], [0.0, 0.2, -0.1], [0.3, -0.1, 0.6], [-0.1, 0.1, 0.0], [3.5, -0.3, -1.0], [0.0, -0.1, 0.0], [-0.1, 0.0, -0.1], [0.1, -0.3, 0.0], [0.1, 0.2, 0.1], [-0.1, 0.0, -0.1], [0.0, 0.0, 0.0], [0.0, 0.0, 0.0], [0.0, 0.0, 0.0], [0.0, 0.0, 0.0], [0.0, 0.0, 0.0], [0.0, 0.0, 0.0], [0.0, 0.0, 0.0], [0.0, 0.0, 0.0], [0.0, 0.0, 0.0], [0.0, 0.0, 0.0], [0.0, 0.0, 0.0], [-0.2, -0.6, 0.5], [-0.1, 0.0, 0.0], [0.1, 0.0, 0.1], [0.0, 0.1, -0.1], [0.1, -0.1, -0.1], [-0.1, -0.2, -0.2], [-0.4, 0.7, 0.4], [0.0, -0.1, 0.2], [-0.1, 0.1, -0.1], [-1.0, -0.7, 0.1]], "charge": 0, "gap_ev": 2.577, "max_force_ev_per_a": 3.68}